Entry 1:
{
  "formula": "C21H29BHgN4O3S2",
  "method": "ωB97M-V/def2-TZVPD",
  "total_charge": -1,
  "orbital_gap_ev": [6.727, 5.777],
  "energy_ha": -2237.197857,
  "e_homo_ev": [-4.10, -4.30],
  "multiplicity": 2,
  "symbols": ["Hg", "C", "N", "C", "C", "N", "B", "N", "C", "C", "N", "C", "C", "S", "C", "S", "H", "H", "H", "H", "H", "H", "H", "H", "H", "H", "H", "H", "C", "C", "C", "C", "C", "C", "C", "C", "C", "C", "O", "O", "H", "H", "H", "H", "H", "H", "H", "H", "H", "H", "H", "C", "C", "C", "O", "H", "H", "H", "H", "H", "H"],
  "positions_angstrom": [[1.38, 0.25, -0.91], [2.46, -0.62, 3.12], [1.89, 0.70, 2.95], [0.94, 1.25, 3.78], [0.64, 2.47, 3.28], [1.40, 2.67, 2.15], [1.39, 4.00, 1.29], [0.58, 3.78, -0.02], [1.16, 3.68, -1.27], [0.18, 3.47, -2.18], [-1.01, 3.45, -1.48], [-2.31, 3.19, -2.06], [-0.77, 3.64, -0.15], [-1.95, 3.73, 1.06], [2.13, 1.56, 1.93], [3.18, 1.27, 0.59], [2.68, -0.77, 4.18], [3.38, -0.67, 2.55], [1.76, -1.37, 2.77], [0.55, 0.71, 4.63], [-0.05, 3.22, 3.61], [0.87, 4.85, 1.97], [2.53, 4.26, 0.97], [2.23, 3.74, -1.39], [0.22, 3.32, -3.25], [-2.38, 3.70, -3.02], [-3.06, 3.56, -1.37], [-2.46, 2.12, -2.19], [-4.95, -1.02, -2.57], [-3.81, -1.22, -1.62], [-3.79, -0.58, -0.39], [-2.73, -0.74, 0.50], [-2.75, -0.02, 1.83], [-1.64, -1.54, 0.13], [-1.65, -2.20, -1.10], [-0.52, -3.12, -1.49], [-2.73, -2.04, -1.95], [-0.47, -1.73, 1.08], [-0.62, -2.41, 2.11], [0.64, -1.17, 0.75], [-5.85, -0.70, -2.05], [-5.19, -1.94, -3.12], [-4.72, -0.25, -3.32], [-4.61, 0.06, -0.10], [-3.75, 0.34, 2.05], [-2.09, 0.85, 1.79], [-2.41, -0.68, 2.63], [-0.18, -3.72, -0.64], [0.36, -2.56, -1.84], [-0.83, -3.79, -2.29], [-2.74, -2.57, -2.90], [3.46, -2.63, 0.15], [3.59, -2.99, -1.30], [4.61, -4.03, -1.71], [2.93, -2.44, -2.16], [3.88, -3.39, 0.81], [2.41, -2.43, 0.41], [4.00, -1.69, 0.32], [5.03, -4.57, -0.86], [5.42, -3.53, -2.24], [4.15, -4.73, -2.40]]
}

Entry 2:
{
  "formula": "C4H5NO2",
  "method": "ωB97M-V/def2-TZVPD",
  "total_charge": 0,
  "orbital_gap_ev": 9.299,
  "energy_ha": -360.660180,
  "smiles": "Cc1coc(=O)[nH]1",
  "e_homo_ev": -8.61,
  "multiplicity": 1,
  "symbols": ["C", "C", "C", "O", "C", "O", "N", "H", "H", "H", "H", "H"],
  "positions_angstrom": [[1.16, -0.52, -1.16], [0.12, -0.25, -0.14], [-0.23, -0.92, 0.96], [-1.17, -0.21, 1.66], [-1.25, 1.07, 1.09], [-1.88, 1.99, 1.54], [-0.65, 0.91, -0.16], [0.72, -0.74, -2.12], [1.89, 0.28, -1.32], [1.72, -1.39, -0.83], [0.15, -1.83, 1.40], [-0.58, 1.60, -0.91]]
}

Entry 3:
{
  "formula": "C4H11NO",
  "method": "ωB97M-V/def2-TZVPD",
  "total_charge": 0,
  "orbital_gap_ev": 9.905,
  "energy_ha": -288.929242,
  "smiles": "C[C@@H](N)CCO",
  "e_homo_ev": -9.08,
  "multiplicity": 1,
  "symbols": ["C", "C", "C", "C", "O", "N", "H", "H", "H", "H", "H", "H", "H", "H", "H", "H", "H"],
  "positions_angstrom": [[2.13, -0.24, 0.68], [0.71, 0.35, 0.07], [-0.54, -0.50, 0.55], [-1.86, -0.21, -0.21], [-2.08, 1.17, -0.57], [0.78, 0.28, -1.35], [2.27, -0.05, 1.73], [2.31, -1.21, 0.43], [2.91, 0.39, 0.25], [0.64, 1.39, 0.55], [-0.81, -0.22, 1.66], [-0.33, -1.80, 0.42], [-2.72, -0.63, 0.25], [-1.80, -0.80, -1.18], [-2.14, 1.82, 0.12], [0.15, 0.90, -1.90], [0.39, -0.64, -1.52]]
}

Entry 4:
{
  "formula": "CH5OP",
  "method": "ωB97M-V/def2-TZVPD",
  "total_charge": 0,
  "orbital_gap_ev": 10.250,
  "energy_ha": -457.605453,
  "smiles": "OCP",
  "e_homo_ev": -9.47,
  "multiplicity": 1,
  "symbols": ["C", "O", "P", "H", "H", "H", "H", "H"],
  "positions_angstrom": [[0.48, 0.10, -0.15], [0.72, -0.74, -1.31], [-1.40, 0.35, -0.52], [0.44, -0.22, 0.86], [1.21, 1.19, -0.25], [1.53, -1.19, -0.96], [-1.64, -1.03, -0.05], [-1.67, 1.02, 0.65]]
}

Entry 5:
{
  "formula": "CH3BrI2OSi",
  "method": "ωB97M-V/def2-TZVPD",
  "total_charge": 0,
  "orbital_gap_ev": [5.995, 5.991],
  "energy_ha": -3574.074155,
  "e_homo_ev": [-8.91, -8.91],
  "multiplicity": 1,
  "symbols": ["C", "O", "Si", "Br", "I", "I", "H", "H", "H"],
  "positions_angstrom": [[-0.62, -0.90, 0.86], [0.42, 0.03, 0.75], [0.98, 0.80, -0.51], [-2.29, 1.24, -1.72], [2.07, 3.03, 0.16], [2.08, -0.74, -2.05], [-0.19, -1.96, 0.55], [-1.48, -0.57, 0.10], [-0.96, -0.94, 1.86]]
}

Entry 6:
{
  "formula": "C18H22O3",
  "method": "ωB97M-V/def2-TZVPD",
  "total_charge": 0,
  "orbital_gap_ev": 8.154,
  "energy_ha": -924.795489,
  "smiles": "C[C@H]1Cc2ccc(CO)c(/C=C/C=C/C(=O)O)c2[C@H](C)C1",
  "e_homo_ev": -8.57,
  "multiplicity": 1,
  "symbols": ["O", "O", "O", "C", "C", "C", "C", "C", "C", "C", "C", "C", "C", "C", "C", "C", "C", "C", "C", "C", "C", "H", "H", "H", "H", "H", "H", "H", "H", "H", "H", "H", "H", "H", "H", "H", "H", "H", "H", "H", "H", "H", "H"],
  "positions_angstrom": [[0.62, -4.59, 4.40], [0.31, -6.52, 3.27], [-3.00, -2.52, -1.69], [0.26, -5.18, 3.39], [-0.11, -4.42, 2.22], [-0.31, -3.04, 2.31], [-0.64, -2.25, 1.13], [-0.69, -0.89, 1.19], [-2.35, 0.32, -2.06], [-1.48, 1.36, -2.44], [-1.07, -0.09, -0.02], [-2.17, -0.42, -0.87], [-0.36, 1.62, -1.69], [-0.17, 0.94, -0.43], [-3.13, -1.53, -0.63], [0.60, 2.20, 1.61], [2.84, 3.93, -1.91], [0.68, 2.59, -2.25], [2.14, 2.06, -0.38], [1.04, 1.34, 0.42], [1.66, 3.22, -1.25], [0.75, -6.82, 4.06], [-2.07, -2.61, -1.97], [-0.29, -4.97, 1.28], [-0.16, -2.54, 3.27], [-0.82, -2.77, 0.19], [-0.45, -0.35, 2.09], [-3.18, 0.03, -2.69], [-1.67, 1.88, -3.39], [-4.18, -1.15, -0.67], [-2.99, -2.04, 0.33], [-0.19, 1.74, 2.14], [0.16, 3.13, 1.24], [1.39, 2.42, 2.35], [3.13, 3.34, -2.77], [3.70, 4.06, -1.23], [2.57, 4.91, -2.29], [1.26, 1.99, -2.96], [0.18, 3.40, -2.81], [2.88, 2.42, 0.32], [2.66, 1.35, -1.02], [1.50, 0.44, 0.81], [1.16, 3.98, -0.61]]
}

Entry 7:
{
  "formula": "CH4N2O2",
  "method": "ωB97M-V/def2-TZVPD",
  "total_charge": 0,
  "orbital_gap_ev": 9.768,
  "energy_ha": -300.342585,
  "e_homo_ev": -9.43,
  "multiplicity": 1,
  "symbols": ["C", "H", "H", "H", "H", "N", "N", "O", "O"],
  "positions_angstrom": [[-0.32, 0.20, -0.12], [-0.78, 1.08, 1.32], [-0.61, 2.30, 0.06], [1.68, -0.21, 0.61], [-0.18, -1.94, -0.52], [-0.26, 1.32, 0.42], [0.95, -0.46, -0.51], [-1.36, -0.49, -0.48], [0.88, -1.80, -0.76]]
}